Computed, not measured: 2 unconnected molecules or ions with the total composition C2H2NO3 in a non-equilibrium geometry, with ωB97M-V with the def2-TZVPD basis set.

Output
Energy relative to the best compared isomer or geometry (same formula, charge and spin)   6.598 eV
Maximum force   4.2 eV/Å
Charge   -1
E_tot   -357.75668 Ha
HOMO level   -4.2 eV

Structure (XYZ):
```
8
Properties=species:S:1:pos:R:3:forces:R:3:mulliken_charge:R:1
C -2.5477 0.1494 0.1021 1.129 -1.622 0.229 0.400
C -1.1520 -0.4414 0.2520 2.382 1.651 3.018 0.228
N -0.6757 -1.7425 0.3525 0.443 -1.872 1.989 -0.368
O -2.5937 1.0411 -0.7241 -1.030 1.263 -0.785 -0.656
O -3.2895 -0.4615 0.8768 -1.301 0.463 0.052 -0.665
O -0.1299 -0.7596 -0.6034 -0.016 0.756 0.399 -0.300
H -0.6658 0.5313 1.7313 -0.525 -1.643 -2.619 0.061
H -0.0381 -1.8935 1.2360 -1.082 1.005 -2.283 0.300
```
Forces are in eV/Å.

***

Computed, not measured: C5H12N2O in the gas phase in a non-equilibrium geometry, with ωB97M-V with the def2-TZVPD basis set.

Output
Structure (SMILES)   CCNCC(=O)NC
Energy relative to the best compared isomer or geometry (same formula, charge and spin)   1.481 eV
Maximum force   2.7 eV/Å
E_tot   -382.44809 Ha
HOMO level   -9.0 eV

Structure (XYZ):
```
20
Properties=species:S:1:pos:R:3:forces:R:3:mulliken_charge:R:1
C -2.4771 1.6705 -0.1035 0.723 -0.656 -0.481 -0.955
C -2.1694 0.2635 -0.6511 -0.370 -0.147 0.422 -0.560
N -1.2035 -0.4036 0.2348 0.203 0.054 -0.804 -0.430
C 0.1756 0.0444 -0.0168 -0.783 1.881 0.266 -0.337
C 1.0292 -1.0531 -0.5433 1.457 -2.062 0.933 0.304
N 2.2413 -1.3353 0.0581 -0.204 0.761 -0.317 -0.172
C 2.9117 -0.4520 1.0038 -0.370 -0.547 0.034 -0.777
O 0.6155 -1.8394 -1.3755 -0.471 0.259 -0.398 -0.649
H -3.1829 1.5338 0.7087 -0.387 0.498 -0.139 0.317
H -2.7534 2.3369 -0.9196 -0.634 0.054 0.287 0.304
H -1.5899 2.1183 0.3434 0.185 -0.087 -0.024 0.271
H -3.0844 -0.3357 -0.6340 -0.040 0.081 0.199 0.410
H -1.8947 0.2354 -1.7136 0.460 0.326 0.109 0.337
H -1.2311 -1.3913 0.0260 -0.021 -0.153 -0.024 0.300
H 0.4997 0.6339 0.8478 0.491 -0.831 0.210 0.272
H 0.2133 0.8495 -0.7658 -0.324 -0.271 -0.405 0.265
H 2.6809 -2.2032 -0.2408 -0.224 0.504 0.013 0.248
H 2.5429 0.5525 0.8438 0.151 0.175 0.157 0.247
H 2.6865 -0.7760 2.0207 0.081 0.241 0.163 0.278
H 3.9896 -0.4490 0.8771 0.080 -0.079 -0.200 0.327
```
Forces are in eV/Å.